DFT (ωB97M-V/def2-TZVPD) results for C18H15BrN6Pt as an isolated structure in a non-equilibrium geometry.

Atoms and positions in Å:
Pt1 -0.02 0.44 -0.68
Br1 -0.97 -6.64 -1.93
C1 -1.14 -4.85 -1.40
C2 -0.28 -3.89 -1.90
C3 -0.39 -2.58 -1.47
C4 -1.36 -2.24 -0.54
C5 -2.25 -3.20 -0.06
C6 -2.14 -4.50 -0.49
N1 -1.41 -0.86 -0.11
C7 -2.30 -0.40 0.69
C8 -2.29 1.04 0.95
C9 -3.17 1.66 1.81
C10 -3.07 3.04 1.98
C11 -2.10 3.73 1.30
C12 -1.24 3.04 0.45
N2 -1.33 1.73 0.28
H1 0.47 -4.17 -2.63
H2 0.29 -1.84 -1.87
H3 -3.03 -2.95 0.65
H4 -2.82 -5.25 -0.12
H5 -3.06 -1.02 1.14
H6 -3.93 1.08 2.32
H7 -3.75 3.55 2.65
H8 -2.00 4.80 1.40
H9 -0.47 3.56 -0.12
N3 3.37 2.68 -0.85
C13 2.68 3.49 -1.73
C14 1.48 2.90 -1.93
N4 1.44 1.74 -1.19
C15 2.60 1.63 -0.56
C16 2.77 0.45 0.27
N5 1.76 -0.41 0.32
C17 2.14 -1.43 1.15
C18 3.40 -1.19 1.60
N6 3.79 0.01 1.03
H10 4.31 2.85 -0.52
H11 3.11 4.39 -2.13
H12 0.67 3.21 -2.57
H13 1.50 -2.27 1.36
H14 4.05 -1.74 2.26
H15 4.69 0.44 1.16

Output
LUMO level = -7.3 eV
Net charge = +2
HOMO energy = -13.945 eV

In the Mulliken picture, each atom carries the following charge in e: 0.508 -0.104 -0.012 -0.879 -0.239 1.522 -0.768 -0.824 0.127 0.361 0.069 -0.749 -0.314 -0.782 0.170 -0.318 0.438 0.363 0.275 0.447 0.352 0.422 0.475 0.401 0.433 -0.110 -0.442 -0.476 -0.163 0.669 0.204 -0.196 -0.287 -0.754 -0.084 0.191 0.438 0.529 0.503 0.412 0.193

DFT (ωB97M-V/def2-TZVPD) results for an isolated molecule of C4H8OS in a non-equilibrium geometry.

Atoms and positions in Å:
C1 -0.77 -0.42 -1.35
C2 -0.05 -0.06 -0.28
C3 0.96 -0.96 0.28
O1 2.22 -0.43 0.14
C4 -0.40 1.23 0.37
S1 -2.01 1.26 1.08
H1 -1.56 0.23 -1.72
H2 -0.63 -1.38 -1.82
H3 0.85 -0.81 1.40
H4 0.89 -1.98 -0.05
H5 2.36 -0.45 -0.80
H6 -0.38 2.01 -0.45
H7 0.38 1.45 1.10
H8 -1.87 0.30 2.08

Output
LUMO level = 0.8 eV
Relative energy (zero: lowest compared OMol25 entry of this formula, charge and spin) = 1.4613 eV
Net charge = 0
HOMO energy = -8.915 eV

In the Mulliken picture, each atom carries the following charge in e: -1.003 0.949 -0.771 -0.501 -0.888 -0.191 0.284 0.288 0.257 0.393 0.339 0.344 0.373 0.128

DFT (ωB97M-V/def2-TZVPD) results for an isolated molecule of C10H19N2P in a non-equilibrium geometry.

Atoms and positions in Å:
C1 0.12 2.48 -0.62
C2 0.21 1.23 -0.31
N1 -0.64 0.19 -0.10
P1 -1.80 -0.69 -0.87
C3 -2.38 -1.57 0.71
N2 -2.93 0.52 -1.11
C4 -3.64 1.36 -0.20
C5 0.81 0.03 0.23
C6 1.11 -0.17 1.70
C7 1.72 -0.84 -0.61
C8 1.21 -2.19 -1.10
C9 2.99 -0.50 -0.87
C10 3.47 0.85 -0.43
H1 -0.81 2.77 -0.99
H2 0.77 3.32 -0.63
H3 -1.61 -2.34 0.88
H4 -2.51 -0.81 1.64
H5 -3.34 -2.06 0.63
H6 -3.60 0.11 -1.90
H7 -3.85 2.28 -0.90
H8 -4.48 0.83 0.31
H9 -2.89 1.65 0.69
H10 0.35 0.35 2.35
H11 2.10 0.12 1.65
H12 1.00 -1.20 1.95
H13 2.09 -2.69 -1.30
H14 0.69 -2.19 -2.03
H15 0.48 -2.62 -0.44
H16 3.66 -0.96 -1.56
H17 2.73 1.44 0.18
H18 3.63 1.50 -1.27
H19 4.35 0.84 0.11

Output
LUMO level = 0.9 eV
Relative energy (zero: lowest compared OMol25 entry of this formula, charge and spin) = 2.9521 eV
Net charge = 0
HOMO energy = -7.573 eV

In the Mulliken picture, each atom carries the following charge in e: -1.293 -0.479 0.204 -0.240 -0.996 -0.121 -0.731 1.226 -1.433 0.930 -1.871 -0.395 -1.260 0.318 0.363 0.284 0.226 0.411 0.292 0.286 0.293 0.209 0.332 0.460 0.338 0.569 0.359 0.304 0.445 0.200 0.364 0.408

DFT (ωB97M-V/def2-TZVPD) results for an isolated molecule of C4H5NO in a non-equilibrium geometry.

Atoms and positions in Å:
O1 -1.26 1.78 -0.49
C1 -0.47 0.72 -0.18
C2 0.86 0.54 -0.28
C3 1.10 -0.83 0.07
C4 -0.07 -1.37 0.47
N1 -1.11 -0.41 0.37
H1 -1.19 1.86 -1.45
H2 1.57 1.30 -0.58
H3 2.06 -1.32 0.00
H4 -0.29 -2.38 0.81
H5 -1.20 0.15 1.24

Output
LUMO level = 0.8 eV
Relative energy (zero: lowest compared OMol25 entry of this formula, charge and spin) = 1.5043 eV
Net charge = 0
HOMO energy = -8.464 eV

In the Mulliken picture, each atom carries the following charge in e: -0.506 0.197 -0.557 -0.167 -0.585 -0.326 0.363 0.445 0.401 0.404 0.331

DFT (ωB97M-V/def2-TZVPD) results for a 2-piece molecular cluster, C4H11N3O2 overall in a non-equilibrium geometry.

Atoms and positions in Å:
H1 -3.92 -1.89 0.30
N1 -3.36 -1.05 0.14
C1 -2.24 -1.37 -0.36
N2 -1.82 -2.63 -0.75
N3 -1.29 -0.39 -0.54
C2 -0.16 -0.53 -1.43
H2 -0.98 -3.04 -0.38
H3 -2.27 -3.22 -1.42
H4 -1.41 0.54 -0.19
H5 -0.34 -1.26 -2.22
H6 0.74 -0.90 -0.92
H7 0.07 0.36 -1.99
C3 1.24 0.83 1.60
C4 2.18 1.77 0.90
O1 2.74 2.69 1.42
O2 2.56 1.42 -0.36
H8 0.43 0.47 1.01
H9 0.92 1.27 2.53
H10 1.89 -0.03 1.76
H11 1.92 1.03 -0.96

Output
LUMO level = 0.4 eV
Relative energy (zero: lowest compared OMol25 entry of this formula, charge and spin) = 1.4270 eV
Net charge = 0
HOMO energy = -9.039 eV

In the Mulliken picture, each atom carries the following charge in e: 0.269 -0.688 0.471 -0.453 -0.187 -1.194 0.208 0.165 0.280 0.404 0.348 0.374 -0.607 0.652 -0.511 -0.472 0.060 0.303 0.258 0.319

DFT (ωB97M-V/def2-TZVPD) results for an isolated molecule of C5H10O2.

Atoms and positions in Å:
C1 2.10 0.75 0.16
O1 1.07 0.14 -0.59
C2 0.40 -0.91 0.05
C3 -0.26 -0.70 1.39
C4 -1.08 -0.76 0.13
C5 -1.66 0.53 -0.42
O2 -1.75 0.49 -1.83
H1 2.87 0.02 0.45
H2 1.70 1.23 1.06
H3 2.54 1.51 -0.49
H4 0.82 -1.89 -0.16
H5 -0.29 -1.54 2.07
H6 -0.16 0.27 1.87
H7 -1.70 -1.64 -0.05
H8 -2.68 0.67 -0.04
H9 -1.06 1.38 -0.09
H10 -0.85 0.36 -2.15

Output
LUMO level = 1.0 eV
Relative energy (zero: lowest compared OMol25 entry of this formula, charge and spin) = 2.5325 eV
Net charge = 0
HOMO energy = -9.966 eV

In the Mulliken picture, each atom carries the following charge in e: -0.722 -0.354 -0.035 -0.756 -0.047 -0.555 -0.535 0.294 0.270 0.257 0.391 0.275 0.221 0.356 0.353 0.238 0.350

no.,orbital gap (Ha)
1,0.2460
2,0.3570
3,0.3123
4,0.3404
5,0.3476
6,0.4027